C18H39BaN3O9 as an isolated structure in a non-equilibrium geometry, computed with wB97M-V/def2-TZVPD.

XYZ file:
```
70
Properties=species:S:1:pos:R:3:forces:R:3
Ba -28.250 9.227 18.923 0.0 1.2 1.5
C -26.062 11.913 22.357 -1.9 -2.0 -1.9
C -26.459 12.940 23.229 3.8 1.4 -0.1
C -27.891 13.379 23.253 -2.1 0.1 1.9
O -28.337 14.115 24.148 1.0 0.0 -0.4
C -28.792 12.816 22.318 -0.4 -1.2 -1.5
C -28.421 11.900 21.334 2.4 1.2 1.8
C -26.974 11.282 21.488 -0.1 1.6 1.2
O -26.696 10.288 20.761 0.2 -0.8 -1.4
O -29.043 11.623 20.290 -1.2 -1.5 -1.5
O -25.516 13.551 23.796 -2.0 -0.1 0.3
H -25.033 11.609 22.226 0.2 0.1 0.5
H -29.839 13.098 22.321 0.1 0.4 0.1
C -26.560 12.665 15.859 0.4 -0.2 -0.1
C -26.904 11.312 16.499 -0.6 -0.1 -1.2
C -25.762 10.690 17.294 0.8 1.1 0.0
O -25.960 9.322 17.506 -0.6 -0.6 0.0
C -24.847 8.599 18.023 -0.2 -0.5 -0.6
N -28.189 11.381 17.197 -0.9 1.8 0.5
H -26.665 13.448 16.611 0.4 0.1 0.0
H -27.199 12.951 15.021 -0.4 -0.4 0.2
H -25.568 12.666 15.403 0.2 0.1 0.4
H -27.152 10.577 15.723 0.5 0.1 -0.3
H -25.577 11.213 18.243 -0.2 0.0 0.0
H -24.848 10.793 16.693 0.0 0.2 0.0
H -23.953 8.899 17.472 0.2 0.1 0.4
H -25.044 7.562 17.751 0.1 0.0 0.1
H -24.759 8.636 19.109 0.1 0.5 0.0
H -28.869 11.822 16.570 0.1 -0.9 -0.6
H -28.242 12.196 17.827 0.8 -0.7 0.9
C -32.123 9.065 16.824 1.0 -0.2 -1.1
C -31.823 10.379 17.521 -0.3 -0.7 2.7
C -33.121 10.974 18.069 0.1 2.1 -1.3
O -32.764 12.098 18.861 0.5 -0.1 0.5
C -33.848 12.756 19.490 -0.5 -0.7 -0.6
N -30.954 10.117 18.715 -0.7 0.2 0.3
H -31.282 8.366 16.900 0.1 0.2 0.3
H -32.196 9.229 15.745 -0.6 -0.1 0.0
H -32.973 8.499 17.201 -0.2 0.4 0.0
H -31.293 11.126 16.934 -0.1 -0.1 -0.3
H -33.778 10.267 18.577 0.2 -0.2 0.2
H -33.645 11.423 17.214 -0.5 -0.5 -0.1
H -34.659 12.812 18.754 -0.2 0.2 0.2
H -33.592 13.762 19.807 0.4 -0.1 -0.1
H -34.189 12.175 20.352 -0.1 0.1 0.1
H -31.544 9.634 19.401 0.0 -0.6 -0.4
H -30.905 10.985 19.266 0.7 0.3 -0.5
C -30.636 8.295 21.992 -0.5 0.8 0.5
C -29.516 7.297 21.736 -0.6 1.0 1.5
C -29.881 6.283 20.672 0.8 -0.7 0.1
O -29.784 6.828 19.348 0.0 -0.3 0.5
C -30.098 5.865 18.357 0.1 0.2 -0.9
N -28.247 8.077 21.572 -1.3 -1.6 -1.1
H -31.642 7.910 22.175 0.2 -0.6 -0.2
H -30.744 9.039 21.200 0.3 -0.1 -0.1
H -30.453 8.889 22.891 0.3 0.0 -0.1
H -29.304 6.750 22.662 -0.9 -0.5 -0.1
H -30.842 5.781 20.810 -0.3 0.7 0.2
H -29.191 5.433 20.810 0.3 0.1 -0.6
H -29.683 4.881 18.586 -0.3 -0.1 0.3
H -29.638 6.151 17.409 0.1 0.3 0.2
H -31.172 5.854 18.160 -0.1 -0.4 0.3
H -27.540 7.353 21.653 0.7 0.7 0.2
H -28.194 8.729 22.346 0.3 0.1 -0.1
O -27.033 6.725 19.422 0.3 -0.4 -0.2
H -27.966 6.698 19.680 0.1 -0.3 -0.2
H -26.905 5.932 18.887 0.1 0.1 0.0
O -28.517 8.172 16.353 -0.3 -0.1 -0.5
H -27.930 8.041 15.598 0.1 0.0 0.2
H -29.352 8.470 15.967 0.1 0.0 0.0
```
Positions in Å, forces in eV/Å.

Calculated values
M: 578.850 g mol⁻¹
HOMO energy: -5.47 eV
E_tot: -1576.150910 hartree
E_LUMO: -0.9 eV

=====

C18H40BeCaCl2F2MgN4O9S2Si2 as an isolated structure in a non-equilibrium geometry, computed with wB97M-V/def2-TZVPD.

XYZ file:
```
82
Properties=species:S:1:pos:R:3:forces:R:3
C 5.453 -2.624 1.234 -0.5 1.3 -0.4
C 4.585 -1.784 0.440 -0.4 -0.7 0.4
N 3.982 -0.492 0.934 3.1 0.7 -4.2
N 2.682 -0.553 1.203 -1.1 5.0 0.7
C 2.048 0.640 1.647 1.2 0.2 0.3
C 0.457 0.546 1.975 1.3 -1.6 -1.4
C -0.206 -0.082 0.628 0.5 0.5 0.2
O -0.052 0.949 -0.419 0.1 -1.5 0.1
C 2.778 2.053 1.894 4.6 -3.0 -2.0
C 4.319 2.044 1.575 -4.6 -1.8 -0.9
C 4.932 0.619 1.053 -1.4 1.0 5.0
C 6.506 0.594 0.671 0.0 -1.1 -2.6
C 6.672 1.001 -0.913 -0.2 1.4 0.8
O 5.912 0.445 -1.845 -0.3 2.1 1.7
H 6.556 -2.404 1.474 -2.1 0.2 0.7
H 5.012 -3.594 1.686 0.7 -0.1 -1.6
H 4.254 -2.079 -0.628 -0.5 -0.2 2.4
H 0.011 1.575 2.185 0.7 -1.6 -0.2
H 0.357 -0.213 2.839 -0.1 1.5 -1.0
H -1.314 -0.340 0.765 1.4 0.5 -0.1
H 0.337 -1.043 0.278 -0.7 1.8 1.2
H 0.301 0.534 -1.238 -0.4 0.5 0.9
H 2.237 2.984 2.263 0.9 -1.6 -0.6
H 4.979 2.996 1.700 -1.8 -1.6 0.3
H 7.029 -0.412 0.808 -1.0 1.5 0.5
H 7.111 1.377 1.305 -1.0 -3.5 0.2
H 7.500 1.772 -1.237 -0.7 -1.6 0.4
N 0.719 -1.238 7.261 -0.3 0.4 -0.6
S 0.404 -0.514 5.905 0.3 1.1 -2.2
O 0.307 0.930 5.928 -0.2 -1.0 0.3
O -0.464 -1.195 4.963 0.3 0.2 0.7
F 1.820 -0.697 5.175 0.3 -0.4 0.4
S -0.495 -1.163 8.261 -2.5 -0.5 3.7
O -0.147 -1.520 9.618 0.7 0.0 -1.8
O -1.774 -1.666 7.812 1.4 0.3 -0.6
F -0.768 0.400 8.410 0.2 0.0 -0.4
O -0.259 -2.127 -1.545 0.5 2.2 -2.9
H 0.697 -2.023 -1.767 -0.2 -0.2 -0.1
H -0.412 -2.915 -0.935 -0.3 -1.6 1.2
H -0.813 -2.189 -2.361 0.2 0.1 0.1
Cl 5.096 -0.179 3.039 1.7 0.5 1.6
Ca 6.851 3.032 0.581 -0.6 1.7 -1.7
Cl 6.335 -0.893 -3.097 0.7 -0.6 0.3
O 3.890 -5.477 2.226 0.9 0.6 0.1
H 3.136 -5.260 1.679 -0.6 0.0 -0.4
Mg -0.799 -3.614 0.815 -0.3 -0.8 1.5
C -8.377 -1.027 -3.347 0.6 0.0 -0.2
Si -6.836 -1.398 -4.366 -2.4 0.0 1.0
C -7.154 -0.753 -6.101 0.6 0.5 -0.7
C -6.662 -3.267 -4.441 0.8 -0.5 0.0
N -5.472 -0.625 -3.598 0.2 -0.5 -1.0
Si -3.859 -0.742 -4.255 1.5 0.8 0.5
C -3.719 0.002 -5.972 -0.5 0.1 -0.3
C -3.224 -2.509 -4.309 -0.3 -0.4 0.2
C -2.692 0.230 -3.131 -0.3 -0.4 -0.2
H -9.250 -1.497 -3.804 0.0 0.0 0.0
H -8.272 -1.415 -2.330 -0.1 0.1 0.0
H -8.555 0.050 -3.293 0.0 -0.1 0.1
H -8.133 -1.093 -6.449 0.0 -0.1 0.4
H -6.410 -1.118 -6.811 0.0 0.0 0.0
H -7.148 0.340 -6.121 0.0 -0.1 0.0
H -6.367 -3.672 -3.470 0.0 0.0 -0.1
H -5.927 -3.576 -5.187 0.0 0.0 0.0
H -7.619 -3.718 -4.719 -0.1 0.4 0.0
H -4.184 -0.635 -6.728 0.0 0.1 0.1
H -2.666 0.116 -6.245 0.0 -0.1 0.3
H -4.186 0.988 -6.010 0.0 0.0 0.0
H -3.392 -3.015 -3.354 -0.1 -0.1 -0.1
H -2.147 -2.515 -4.509 0.0 0.2 -0.1
H -3.704 -3.088 -5.100 0.1 -0.1 0.1
H -2.699 -0.180 -2.118 0.0 0.1 0.1
H -2.984 1.282 -3.085 0.1 -0.1 0.1
H -1.668 0.175 -3.516 0.0 0.1 0.0
C 2.751 6.624 4.331 -0.8 2.7 0.8
C 3.222 5.208 3.886 0.3 -1.6 -0.2
O 3.979 5.366 2.818 -0.1 -0.5 0.1
H 2.162 7.121 3.552 0.2 -0.4 -0.3
H 2.114 6.538 5.223 0.0 -0.4 0.1
H 3.596 7.271 4.592 0.2 -0.4 -0.2
H 2.296 4.615 3.788 -0.3 0.3 -0.6
H 3.675 4.760 4.787 0.6 0.4 0.0
Be 1.746 8.956 5.143 0.1 -0.3 0.0
```
Positions in Å, forces in eV/Å.

Calculated values
M: 759.140 g mol⁻¹
HOMO energy: -11.06 eV
E_tot: -4992.175021 hartree
E_LUMO: -10.0 eV
Total charge: +2

=====

C18H40Cl2N3O3PdSbSi3 as an isolated structure, computed with wB97M-V/def2-TZVPD.

XYZ file:
```
71
Properties=species:S:1:pos:R:3:forces:R:3
Pd -1.096 0.555 1.922 -0.2 -0.8 -0.4
Cl -0.746 0.078 4.529 0.0 -0.1 -0.1
C -1.312 -1.613 4.403 0.0 0.0 -0.1
Cl -2.386 -1.781 2.991 0.1 0.1 0.2
H -1.871 -1.847 5.300 0.0 0.0 0.0
H -0.442 -2.236 4.240 0.0 0.0 0.0
N 2.936 0.247 -0.467 0.1 -0.1 0.1
C 1.815 0.908 -0.131 0.0 0.2 -0.3
O 0.973 1.211 -0.965 -0.2 0.4 -0.1
C 1.704 1.273 1.320 0.2 -0.3 0.4
C 0.429 1.866 1.858 0.0 0.4 -0.5
H 3.124 0.071 -1.440 0.0 0.0 0.0
H 3.658 0.048 0.203 0.0 0.0 0.0
H 2.466 2.050 1.481 0.0 0.0 0.1
H 2.011 0.414 1.923 0.0 0.0 0.1
H 0.131 2.787 1.364 0.1 0.1 0.0
H 0.538 2.013 2.928 0.0 0.1 0.0
C -0.977 2.454 -3.430 0.0 -0.1 0.0
Si -1.560 3.316 -1.897 0.3 -0.2 -0.2
C -3.225 4.099 -2.121 -0.2 0.0 0.1
C -0.343 4.424 -1.059 -0.1 0.1 0.1
Sb -2.001 1.145 -0.404 0.7 -0.5 -0.4
Si -4.270 -0.098 -1.101 0.0 0.1 0.3
C -3.861 -0.872 -2.724 0.2 -0.1 -0.1
C -5.588 1.185 -1.304 -0.2 0.0 -0.1
C -4.547 -1.274 0.306 -0.1 -0.2 -0.1
Si -2.568 2.287 2.705 0.1 0.1 0.3
C -3.935 1.327 3.519 -0.1 -0.1 0.0
C -3.373 3.368 1.421 0.1 0.1 -0.2
C -1.651 3.400 3.889 0.0 0.0 0.1
H -0.693 3.178 -4.199 0.0 0.1 0.1
H -1.778 1.836 -3.847 0.0 0.0 0.0
H -0.115 1.822 -3.220 0.0 0.0 0.0
H -3.307 4.409 -3.167 0.0 0.0 0.0
H -3.342 4.989 -1.501 0.0 0.0 0.0
H -4.059 3.431 -1.912 0.0 0.1 0.0
H -0.210 5.327 -1.662 0.0 0.0 0.0
H 0.621 3.941 -0.956 0.2 -0.1 0.0
H -0.700 4.747 -0.078 0.1 0.0 0.0
H -3.950 -0.144 -3.531 0.0 0.0 0.0
H -4.586 -1.670 -2.910 0.0 0.0 0.0
H -2.863 -1.308 -2.746 -0.1 0.0 0.0
H -5.379 1.832 -2.157 0.0 0.0 0.0
H -5.780 1.796 -0.425 0.0 0.1 0.1
H -6.525 0.663 -1.531 0.0 0.0 0.0
H -3.608 -1.514 0.798 0.0 -0.1 0.0
H -4.978 -2.215 -0.047 0.0 0.1 0.0
H -5.238 -0.848 1.035 0.1 0.0 0.1
H -4.369 0.570 2.866 0.0 0.0 0.0
H -4.721 2.054 3.751 0.0 0.0 0.0
H -3.638 0.847 4.449 0.0 0.0 0.0
H -4.059 2.823 0.773 -0.2 0.0 -0.1
H -2.685 3.952 0.808 0.0 0.0 0.0
H -3.969 4.089 1.989 -0.1 0.0 -0.1
H -0.603 3.167 4.057 0.0 0.0 0.0
H -2.147 3.357 4.863 0.0 0.0 0.0
H -1.706 4.433 3.540 0.0 0.0 0.0
C -0.027 -2.419 -2.952 0.1 0.0 0.1
N 0.182 -2.319 -1.501 0.1 -0.1 -0.1
C 0.906 -3.267 -0.807 0.1 0.0 -0.1
C 1.136 -3.166 0.509 -0.2 0.0 0.0
C 0.571 -2.039 1.225 0.2 0.0 0.0
O 0.769 -1.792 2.411 0.0 0.0 0.1
N -0.220 -1.171 0.497 0.0 0.2 -0.1
C -0.348 -1.286 -0.813 -0.3 0.2 0.3
O -1.018 -0.414 -1.504 -0.5 0.4 0.6
H 0.520 -3.283 -3.315 0.0 0.0 0.0
H 0.341 -1.521 -3.442 0.0 0.0 0.0
H -1.083 -2.544 -3.177 0.0 0.0 0.0
H 1.282 -4.082 -1.409 0.0 0.0 0.0
H 1.718 -3.903 1.037 0.0 0.0 0.0
```
Positions in Å, forces in eV/Å.

Calculated values
M: 729.880 g mol⁻¹
HOMO energy: -14.42 eV
E_tot: -3256.478992 hartree
E_LUMO: -7.1 eV
Total charge: +2